(1)
2 unconnected molecules or ions with the total composition C8H9N3. Source: the OMol25 dataset; level of theory: wB97M-V/def2-TZVPD.

Properties
E_tot   -12905.5976 eV
Net charge   0
HOMO-LUMO gap (spin up / spin down)   8.139 / 7.423 eV
LUMO energy (spin up / spin down)   -0.37 / -0.63 eV

Bonds (Å) are listed after each position.
Element x y z (Å)
1 C -1.530 2.225 0.154  C2 1.429, C4 1.362, H12 1.073
2 C -2.833 2.373 -0.415  C1 1.429, C5 1.392, H13 1.026
3 C 0.956 -1.795 0.873  C6 1.357, C8 1.361, H14 1.091
4 C -1.074 1.010 -0.258  C1 1.362, N10 1.349, H15 1.095
5 C -3.099 1.233 -1.170  C2 1.392, N10 1.365, H16 1.133
6 C 2.180 -2.227 1.271  C3 1.357, N9 1.332, H17 1.084
7 C 2.372 -0.176 0.483  C8 1.351, N9 1.380, H18 1.099
8 C 1.081 -0.549 0.341  C3 1.361, C7 1.351
9 N 3.006 -1.186 1.175  C6 1.332, C7 1.380, H19 1.016
10 N -2.055 0.384 -0.940  C4 1.349, C5 1.365, N11 1.319
11 N -2.201 -0.886 -1.264  N10 1.319, H20 1.050
12 H -1.017 3.023 0.655  C1 1.073
13 H -3.400 3.224 -0.339  C2 1.026
14 H 0.024 -2.356 0.949  C3 1.091
15 H -0.072 0.638 -0.022  C4 1.095
16 H -3.919 0.749 -1.784  C5 1.133
17 H 2.182 -3.083 1.936  C6 1.084
18 H 2.854 0.810 0.429  C7 1.099
19 H 4.018 -1.180 1.271  N9 1.016
20 H -1.233 -1.275 -1.142  N11 1.050

Here are the Löwdin charges for atoms 1 to 6, given in e: atom 1 (C): -0.063, atom 2 (C): -0.071, atom 3 (C): -0.146, atom 4 (C): -0.105, atom 5 (C): -0.075, atom 6 (C): -0.161

***

(2)
A single C8H9N5 molecule. Source: the OMol25 dataset; level of theory: wB97M-V/def2-TZVPD.

Properties
E_tot   -15890.6912 eV
Net charge   0
HOMO-LUMO gap   9.702 eV
LUMO energy   0.45 eV
SMILES   CN=C(n1ccnc1)n1ccnc1

Bonds (Å) are listed after each position.
Element x y z (Å)
1 C -0.457 -2.632 1.470  N2 1.485, H14 1.069, H15 1.081, H16 1.060
2 N -0.944 -1.772 0.362  C1 1.485, C3 1.252
3 C -0.353 -0.679 0.207  N2 1.252, N4 1.402, N9 1.474
4 N 0.893 -0.138 0.553  C3 1.402, C5 1.375, C8 1.362
5 C 1.899 0.342 -0.252  N4 1.375, C6 1.328, H17 1.125
6 C 2.969 0.490 0.521  C5 1.328, N7 1.397, H18 1.053
7 N 2.642 0.212 1.851  C6 1.397, C8 1.305
8 C 1.384 -0.132 1.823  N4 1.362, N7 1.305, H19 1.149
9 N -1.008 0.294 -0.686  C3 1.474, C10 1.386, C13 1.325
10 C -1.999 -0.039 -1.596  N9 1.386, C11 1.315, H20 1.068
11 C -2.398 1.060 -2.197  C10 1.315, N12 1.392, H21 1.106
12 N -1.609 2.099 -1.712  C11 1.392, C13 1.308
13 C -0.890 1.613 -0.734  N9 1.325, N12 1.308, H22 1.090
14 H -1.052 -3.481 1.212  C1 1.069
15 H 0.607 -2.821 1.501  C1 1.081
16 H -0.755 -2.179 2.381  C1 1.060
17 H 1.702 0.572 -1.336  C5 1.125
18 H 3.890 0.919 0.243  C6 1.053
19 H 0.670 -0.383 2.688  C8 1.149
20 H -2.368 -1.040 -1.654  C10 1.068
21 H -3.160 1.168 -2.991  C11 1.106
22 H -0.289 2.236 -0.071  C13 1.090

Here are the Löwdin charges for atoms 1 to 6, given in e: atom 1 (C): -0.080, atom 2 (N): 0.104, atom 3 (C): -0.267, atom 4 (N): -0.022, atom 5 (C): -0.081, atom 6 (C): -0.130

***

(3)
A single C8H9NO molecule. Source: the OMol25 dataset; level of theory: wB97M-V/def2-TZVPD.

Properties
E_tot   -11973.2385 eV
Net charge   0
HOMO-LUMO gap   10.015 eV
LUMO energy   0.93 eV
SMILES   C/C(=N\O)c1ccccc1

Bonds (Å) are listed after each position.
Element x y z (Å)
1 C -1.952 1.158 0.606  C2 1.463, H11 1.249, H12 1.086, H13 0.975
2 C -1.353 -0.017 -0.026  C1 1.463, N3 1.221, C5 1.540
3 N -1.975 -0.903 -0.589  C2 1.221, O4 1.420
4 O -3.376 -0.752 -0.418  N3 1.420, H14 0.791
5 C 0.183 -0.061 -0.129  C2 1.540, C6 1.272, C10 1.471
6 C 0.888 0.966 -0.392  C5 1.272, C7 1.381, H15 1.251
7 C 2.265 0.895 -0.461  C6 1.381, C8 1.400, H16 1.310
8 C 2.903 -0.313 -0.156  C7 1.400, C9 1.394, H17 0.955
9 C 2.177 -1.439 0.233  C8 1.394, C10 1.417, H18 0.958
10 C 0.763 -1.355 0.261  C5 1.471, C9 1.417, H19 0.964
11 H -2.705 0.731 1.506  C1 1.249
12 H -2.768 1.572 0.021  C1 1.086
13 H -1.409 1.809 1.087  C1 0.975
14 H -3.597 -1.469 -0.670  O4 0.791
15 H 0.413 2.089 -0.671  C6 1.251
16 H 2.808 2.003 -0.903  C7 1.310
17 H 3.850 -0.389 -0.059  C8 0.955
18 H 2.531 -2.297 0.468  C9 0.958
19 H 0.353 -2.227 0.291  C10 0.964

Here are the Löwdin charges for atoms 1 to 6, given in e: atom 1 (C): -0.021, atom 2 (C): -0.338, atom 3 (N): 0.096, atom 4 (O): 0.056, atom 5 (C): -0.180, atom 6 (C): -0.142

***

ΔE to the lowest compared entry with this formula, charge and spin, respectively: 637.9 272.3 637.8 kJ/mol.